No. 1
The following is a DFT calculation (ωB97M-V/def2-TZVPD) of a 19-piece molecular cluster, C48H139N5O19 overall at a distorted geometry.

Element x y z (Å)
C  -2.07  -1.64  -2.11
C  -1.85  -1.90  -3.61
C  -2.43  -3.26  -4.06
O  -3.75  -3.32  -3.65
C  -4.25  -4.66  -3.66
N  -2.44  -0.81  -4.30
H  -3.08  -1.51  -1.73
H  -1.49  -0.69  -1.89
H  -1.60  -2.45  -1.51
H  -0.77  -1.87  -3.73
H  -1.90  -4.09  -3.63
H  -2.34  -3.31  -5.19
H  -4.27  -5.07  -4.69
H  -5.22  -4.73  -3.18
H  -3.69  -5.28  -2.93
H  -3.36  -0.67  -3.93
H  -2.44  -0.93  -5.33
C  -4.10  -6.96  1.43
C  -4.01  -5.75  0.52
C  -3.74  -4.41  1.22
O  -2.40  -4.44  1.75
C  -1.96  -3.10  2.00
N  -3.03  -5.90  -0.60
H  -4.88  -7.01  2.19
H  -3.12  -7.18  1.90
H  -4.34  -7.71  0.67
H  -5.02  -5.58  0.03
H  -4.54  -4.17  1.98
H  -3.75  -3.59  0.51
H  -2.81  -2.47  2.32
H  -1.47  -2.59  1.16
H  -1.21  -3.08  2.80
H  -3.09  -6.82  -1.01
H  -2.14  -5.71  -0.21
C  -0.13  5.54  -4.56
C  -0.97  6.64  -3.97
C  -1.74  6.17  -2.72
O  -2.97  6.88  -2.49
C  -3.39  6.79  -1.15
N  -0.28  7.91  -3.71
H  0.65  5.29  -3.83
H  0.45  5.79  -5.41
H  -0.74  4.64  -4.67
H  -1.80  6.82  -4.66
H  -1.06  6.24  -1.90
H  -2.06  5.17  -2.86
H  -2.72  7.33  -0.47
H  -3.27  5.76  -0.86
H  -4.38  7.18  -1.06
H  -0.97  8.67  -3.57
H  0.29  7.86  -2.91
C  0.33  5.86  1.29
C  1.10  5.00  0.31
C  2.39  5.70  -0.12
O  2.06  6.72  -1.02
C  3.20  7.56  -1.10
N  1.43  3.67  0.85
H  0.20  6.89  0.86
H  0.88  5.92  2.19
H  -0.67  5.47  1.47
H  0.54  4.92  -0.57
H  3.20  5.08  -0.57
H  2.73  6.25  0.77
H  4.17  7.00  -1.20
H  3.24  8.28  -0.33
H  3.11  8.12  -2.03
H  0.62  3.14  1.29
H  1.64  3.01  0.06
C  -2.64  2.59  -1.10
C  -2.41  2.71  0.47
C  -3.60  3.19  1.33
O  -3.67  4.68  1.25
C  -4.43  5.19  2.41
N  -2.05  1.36  0.79
H  -2.88  3.59  -1.44
H  -3.35  1.81  -1.43
H  -1.71  2.33  -1.52
H  -1.59  3.43  0.55
H  -3.55  2.84  2.36
H  -4.53  2.89  0.86
H  -3.80  4.97  3.31
H  -5.34  4.66  2.42
H  -4.70  6.21  2.25
H  -1.55  0.97  0.01
H  -1.39  1.42  1.54
C  -5.84  -1.93  -0.62
C  -5.14  -0.63  -0.19
O  -4.05  -0.96  0.66
H  -5.12  -2.63  -1.12
H  -6.64  -1.78  -1.30
H  -6.24  -2.43  0.24
H  -5.96  0.02  0.28
H  -4.74  -0.04  -1.03
H  -3.43  -0.26  0.80
C  7.00  -2.70  1.06
C  6.72  -2.08  -0.36
O  5.36  -2.21  -0.73
H  7.97  -2.37  1.49
H  6.99  -3.80  1.08
H  6.17  -2.40  1.81
H  7.33  -2.65  -1.10
H  7.08  -1.01  -0.35
H  4.82  -2.68  -0.19
C  -4.88  3.31  -3.99
C  -5.28  4.75  -3.54
O  -4.57  5.72  -4.33
H  -5.16  3.18  -5.04
H  -5.26  2.43  -3.42
H  -3.77  3.27  -4.00
H  -4.97  4.93  -2.46
H  -6.34  4.86  -3.53
H  -4.07  6.30  -3.71
C  2.89  -2.34  3.90
C  1.46  -2.66  3.50
O  0.53  -1.67  3.90
H  3.62  -2.74  3.16
H  2.99  -2.87  4.88
H  3.08  -1.29  4.02
H  1.05  -3.64  3.83
H  1.41  -2.71  2.43
H  0.82  -0.77  3.63
C  -1.91  -5.92  4.94
C  -0.50  -6.49  4.58
O  -0.19  -6.27  3.21
H  -1.94  -6.02  6.02
H  -2.66  -6.55  4.45
H  -2.03  -4.91  4.67
H  -0.51  -7.58  4.84
H  0.26  -6.03  5.22
H  -0.88  -5.76  2.73
C  1.67  0.17  0.80
C  1.41  0.06  -0.73
O  0.62  1.17  -1.16
H  2.27  -0.70  1.02
H  0.73  0.25  1.33
H  2.26  1.10  0.97
H  0.92  -0.90  -0.88
H  2.40  0.09  -1.17
H  0.42  1.20  -2.15
C  1.51  2.77  4.68
C  0.13  2.18  4.42
O  -0.77  2.86  3.49
H  1.96  2.12  5.39
H  1.37  3.78  5.13
H  2.17  2.83  3.82
H  -0.45  2.12  5.39
H  0.18  1.19  4.08
H  -1.09  3.66  3.97
C  4.19  2.35  -1.87
C  5.22  1.29  -2.06
O  4.50  0.12  -2.31
H  3.63  2.28  -0.93
H  3.56  2.40  -2.76
H  4.71  3.34  -1.69
H  5.84  1.17  -1.16
H  5.93  1.42  -2.90
H  4.90  -0.63  -1.81
C  -2.07  -2.94  8.03
C  -1.14  -2.21  7.06
O  -1.23  -2.86  5.82
H  -1.78  -4.02  8.03
H  -3.10  -2.72  7.78
H  -1.80  -2.58  9.03
H  -0.11  -2.17  7.54
H  -1.60  -1.20  7.00
H  -0.79  -2.32  5.19
C  1.63  2.25  -4.49
C  0.24  1.83  -4.94
O  -0.38  1.02  -3.96
H  2.33  1.36  -4.66
H  1.69  2.61  -3.51
H  1.95  3.13  -5.03
H  0.36  1.22  -5.87
H  -0.43  2.68  -5.25
H  -1.17  0.53  -4.24
C  4.54  -6.45  1.62
C  3.13  -6.76  2.14
O  2.40  -5.56  2.07
H  4.54  -5.75  0.77
H  5.00  -7.33  1.29
H  5.18  -6.04  2.37
H  3.17  -7.12  3.18
H  2.71  -7.56  1.49
H  1.60  -5.58  2.59
C  1.10  -4.02  -0.49
C  2.49  -3.51  -0.82
O  3.13  -3.30  0.42
H  0.46  -4.19  -1.36
H  0.56  -3.30  0.07
H  1.28  -4.94  0.10
H  2.41  -2.52  -1.31
H  3.04  -4.20  -1.53
H  3.13  -4.11  0.93
C  3.29  -2.94  -4.63
C  2.44  -1.70  -5.00
O  3.20  -0.46  -5.11
H  4.04  -3.01  -5.45
H  2.69  -3.83  -4.62
H  3.86  -2.93  -3.70
H  1.59  -1.48  -4.39
H  2.04  -1.79  -6.00
H  3.49  -0.29  -4.17
C  6.01  1.50  2.58
C  4.56  1.64  2.10
O  4.50  2.78  1.30
H  6.18  0.64  3.26
H  6.34  2.49  2.91
H  6.62  1.25  1.70
H  3.83  1.73  2.95
H  4.26  0.70  1.62
H  3.65  3.16  1.38

As for the total energy: -98376.2876 eV.

No. 2
The following is a DFT calculation (ωB97M-V/def2-TZVPD) of C48H26BiBr2F15GeN7OS2 as an isolated structure.

Element x y z (Å)
Bi  -0.52  -0.57  0.09
N  3.95  -1.69  0.82
C  2.62  -1.70  1.20
S  1.68  -3.08  0.78
N  2.28  -0.63  1.88
N  0.92  -0.50  2.08
C  0.55  0.04  3.17
C  -0.83  0.26  3.57
C  -1.02  0.96  4.77
C  -2.26  1.16  5.34
C  -3.37  0.61  4.69
C  -3.22  -0.08  3.51
C  -1.96  -0.27  2.90
O  -1.92  -0.94  1.76
H  4.34  -2.60  0.66
H  4.53  -1.04  1.34
H  1.33  0.32  3.88
H  -0.13  1.35  5.27
H  -2.36  1.70  6.27
H  -4.36  0.72  5.12
H  -4.08  -0.52  3.02
Br  4.93  -0.83  -5.10
C  3.66  -0.68  -3.71
C  2.63  -1.59  -3.61
C  1.72  -1.40  -2.58
N  1.81  -0.41  -1.70
C  2.82  0.43  -1.79
C  3.78  0.35  -2.79
C  2.83  1.48  -0.73
C  3.94  2.27  -0.45
C  3.82  3.20  0.57
Br  5.30  4.30  1.00
C  2.63  3.33  1.27
C  1.59  2.50  0.90
N  1.68  1.60  -0.06
H  2.52  -2.41  -4.30
H  0.88  -2.08  -2.45
H  4.58  1.07  -2.89
H  4.87  2.16  -0.98
H  2.52  4.05  2.07
H  0.62  2.56  1.40
N  -2.42  4.21  -7.01
C  -2.05  3.50  -6.19
C  -1.57  2.60  -5.15
C  -0.67  3.06  -4.20
C  -0.24  2.16  -3.24
N  -0.64  0.90  -3.19
C  -1.51  0.47  -4.10
C  -2.01  1.29  -5.10
H  -0.33  4.08  -4.21
H  0.46  2.48  -2.47
H  -1.85  -0.55  -4.01
H  -2.72  0.91  -5.83
C  -2.02  4.64  1.65
C  -2.31  3.99  0.29
C  -1.69  4.83  -0.83
C  -3.83  3.88  0.08
C  -1.72  2.64  0.27
C  -1.26  1.52  0.25
H  -2.50  5.62  1.70
H  -0.95  4.77  1.79
H  -2.41  4.02  2.46
H  -2.13  5.84  -0.84
H  -1.88  4.37  -1.80
H  -0.61  4.93  -0.69
H  -4.27  4.88  -0.02
H  -4.30  3.37  0.92
H  -4.05  3.32  -0.83
F  -1.51  -4.31  -0.82
C  -1.72  -4.33  0.50
C  -2.73  -3.58  1.07
C  -2.87  -3.67  2.44
F  -3.79  -2.95  3.10
C  -2.07  -4.49  3.21
F  -2.23  -4.56  4.54
C  -1.08  -5.24  2.60
F  -0.31  -6.04  3.34
C  -0.90  -5.17  1.24
F  0.03  -5.91  0.65
Ge  -3.79  -2.41  -0.09
S  -2.73  -1.20  -1.51
C  -5.24  -1.55  0.92
C  -5.44  -0.18  0.95
F  -4.58  0.65  0.35
C  -6.50  0.40  1.61
F  -6.66  1.73  1.64
C  -7.41  -0.41  2.27
F  -8.44  0.14  2.92
C  -7.26  -1.78  2.25
F  -8.14  -2.55  2.89
C  -6.19  -2.32  1.58
F  -6.09  -3.66  1.57
C  -4.93  -3.62  -1.24
C  -4.81  -4.99  -1.40
F  -4.00  -5.72  -0.60
C  -5.52  -5.71  -2.34
F  -5.36  -7.04  -2.46
C  -6.40  -5.06  -3.18
F  -7.09  -5.74  -4.09
C  -6.56  -3.69  -3.05
F  -7.42  -3.05  -3.85
C  -5.84  -3.01  -2.10
F  -6.05  -1.69  -2.03

As for the energy above the lowest of the compared OMol25 structures with the same formula, charge and spin: 0.0 kJ/mol. As for the total charge: -1.

No. 3
The following is a DFT calculation (ωB97M-V/def2-TZVPD) of C48H29AuF4N8O3S as an isolated structure.

Element x y z (Å)
Au  -1.67  -0.92  1.36
O  -1.32  -4.33  3.29
C  -1.43  -3.19  2.95
O  -1.71  -2.83  1.70
C  -1.24  -2.02  3.89
C  -1.18  -2.27  5.25
C  -1.02  -1.21  6.10
C  -0.86  0.08  5.57
C  -0.64  1.19  6.42
C  -0.41  2.43  5.90
C  -0.38  2.60  4.50
C  -0.61  1.56  3.65
C  -0.89  0.28  4.16
N  -1.13  -0.81  3.35
H  -1.27  -3.30  5.59
H  -1.00  -1.35  7.17
H  -0.63  1.03  7.49
H  -0.23  3.28  6.55
H  -0.16  3.58  4.09
H  -0.53  1.71  2.59
F  -2.74  -5.87  -3.16
C  -1.79  -5.00  -3.45
C  -0.89  -5.30  -4.41
F  -0.98  -6.45  -5.03
C  0.18  -4.39  -4.79
C  0.21  -3.15  -4.04
C  -0.70  -2.86  -3.10
F  -0.61  -1.71  -2.43
C  -1.77  -3.75  -2.74
C  -2.69  -3.45  -1.76
C  -2.67  -2.24  -1.04
N  -2.69  -1.29  -0.38
C  -3.73  -4.31  -1.29
N  -4.60  -4.91  -0.85
F  1.17  -2.28  -4.28
C  1.09  -4.68  -5.77
C  2.15  -3.81  -6.16
N  3.03  -3.15  -6.48
C  1.08  -5.91  -6.51
N  1.16  -6.88  -7.12
O  0.77  -1.11  0.85
S  2.07  -1.27  1.63
C  3.37  -0.87  0.45
C  3.13  0.49  -0.15
C  3.55  1.64  0.52
C  3.34  2.89  -0.05
C  2.73  2.99  -1.30
C  2.30  1.85  -1.96
C  2.50  0.60  -1.38
C  2.36  -3.05  1.81
C  2.39  -3.83  0.53
C  1.20  -4.24  -0.08
C  1.25  -5.00  -1.24
C  2.47  -5.34  -1.81
C  3.65  -4.93  -1.21
C  3.61  -4.19  -0.04
H  3.37  -1.65  -0.31
H  4.31  -0.90  1.01
H  4.05  1.57  1.47
H  3.69  3.78  0.46
H  2.59  3.96  -1.75
H  1.84  1.93  -2.93
H  2.19  -0.29  -1.90
H  1.57  -3.39  2.48
H  3.30  -3.11  2.36
H  0.25  -4.01  0.38
H  0.33  -5.36  -1.68
H  2.50  -5.94  -2.71
H  4.61  -5.21  -1.64
H  4.54  -3.90  0.44
N  -2.97  5.91  -0.23
C  -2.55  7.15  -0.67
C  -3.23  8.36  -0.84
C  -2.47  9.41  -1.30
C  -1.09  9.28  -1.57
C  -0.43  8.09  -1.40
C  -1.19  7.00  -0.94
N  -0.79  5.71  -0.69
C  -1.87  5.09  -0.28
C  -1.88  3.69  0.10
C  -2.98  3.02  0.63
C  -2.88  1.69  0.97
N  -1.73  1.02  0.80
C  -0.65  1.63  0.27
C  -0.70  2.95  -0.08
H  -3.92  5.66  0.00
H  -4.28  8.46  -0.63
H  -2.94  10.37  -1.45
H  -0.55  10.15  -1.93
H  0.62  7.99  -1.61
H  -3.93  3.52  0.79
H  -3.71  1.14  1.38
H  0.23  1.02  0.15
H  0.17  3.43  -0.50

As for the energy above the lowest of the compared OMol25 structures with the same formula, charge and spin: 23.4 kJ/mol. As for the total charge: +2.